Record 1
220
Properties=species:S:1:pos:R:3 method="wB97M-V/def2-TZVPD" e_above_lowest_kj_mol=13.8 e_homo_ha=-0.36540 e_lumo_ev=0.2
O 3.7012 -4.3532 4.1626
C 3.3434 -3.3075 4.5992
O 4.1300 -2.2171 4.7881
C 5.5258 -2.2024 4.3601
C 6.4253 -2.7472 5.4421
C 1.9557 -2.9052 4.9820
H 5.7558 -1.1942 4.0006
H 5.6117 -2.8057 3.4581
H 7.4291 -3.0132 5.1139
H 5.9507 -3.7044 5.6967
H 6.3862 -2.1747 6.3718
H 1.6931 -3.3832 5.9377
H 1.1241 -3.2211 4.3372
H 1.9175 -1.8091 4.9986
O -2.5141 1.8490 6.3221
C -3.2189 1.4297 5.4414
O -2.9991 0.2714 4.7567
C -1.7800 -0.3295 5.1006
C -1.9266 -1.8326 4.9961
C -4.4277 2.0914 4.9210
H -1.4640 -0.1258 6.1394
H -1.0204 -0.0119 4.4002
H -0.9918 -2.4048 5.0694
H -2.2730 -2.2618 4.0380
H -2.5308 -2.1941 5.8310
H -4.4295 2.1817 3.8358
H -4.6290 3.0177 5.4618
H -5.2387 1.3658 5.0331
O -5.6496 2.8379 0.1901
C -6.5350 2.0137 0.0799
O -6.5036 0.8080 0.6661
C -5.2682 0.5450 1.3644
C -5.3656 -0.8201 2.0296
C -7.7747 2.2133 -0.7348
H -5.1548 1.3226 2.1102
H -4.4480 0.5405 0.6127
H -5.4752 -1.5726 1.2663
H -6.1849 -0.9093 2.7402
H -4.4717 -1.0121 2.6251
H -8.2940 3.1193 -0.4719
H -8.4244 1.3427 -0.6778
H -7.4286 2.2890 -1.7798
O 7.1389 -2.5872 1.3593
C 6.9332 -2.2238 0.2390
O 6.3643 -1.0700 -0.0597
C 6.0366 -0.2369 1.0510
C 5.7332 1.1411 0.4586
C 7.1994 -3.0172 -0.9700
H 6.8287 -0.2805 1.8199
H 5.1786 -0.6965 1.5158
H 5.6439 1.8546 1.2612
H 4.8510 1.0940 -0.1658
H 6.4822 1.4917 -0.2534
H 7.4200 -4.0538 -0.7335
H 8.0856 -2.5160 -1.3842
H 6.4862 -2.9352 -1.7794
O 1.9331 6.5498 -2.4375
C 2.6994 5.6981 -2.0747
O 4.0056 5.7502 -2.3298
C 4.5247 6.9406 -3.0092
C 6.0119 6.6640 -3.2080
C 2.3715 4.4590 -1.3565
H 4.3636 7.8429 -2.4025
H 3.9859 7.0126 -3.9566
H 6.5711 6.8995 -2.3041
H 6.4252 7.3429 -3.9455
H 6.2180 5.6171 -3.4372
H 3.2251 3.8067 -1.2830
H 1.5407 3.9847 -1.9131
H 2.0176 4.7206 -0.3617
C -2.3387 4.9550 3.9051
C -2.6222 4.8053 2.3613
C -1.8040 3.5787 1.9642
S -0.2905 3.6409 2.8027
O 0.6999 4.2703 1.9904
O 0.0328 2.3788 3.4001
C -0.8312 4.7857 4.1000
H -2.9771 4.3140 4.4804
H -2.6576 5.9758 4.1163
H -2.3948 5.7258 1.8168
H -3.6845 4.6553 2.1936
H -1.6173 3.4651 0.8825
H -2.2173 2.6553 2.3614
H -0.3596 5.6942 3.7291
H -0.3647 4.5378 5.0408
C 1.4486 0.8873 0.4368
C 1.2550 0.3197 -0.9067
C -0.2904 0.1364 -1.0201
S -0.8193 -0.4259 0.5182
O -0.9487 -1.8628 0.4950
O -1.9504 0.2677 1.0321
C 0.6169 0.0203 1.3732
H 1.1552 1.9188 0.5148
H 2.4938 0.7986 0.7552
H 1.6677 -0.6980 -0.9959
H 1.6146 0.9162 -1.7203
H -0.6569 -0.5060 -1.8393
H -0.8271 1.0795 -1.1817
H 1.2617 -0.8581 1.5119
H 0.2329 0.4441 2.2975
C 4.6528 -0.3861 -2.8546
C 4.3897 0.8286 -3.7920
C 3.0357 0.7251 -4.3584
S 2.7355 -1.0002 -4.5428
O 2.7966 -1.4370 -5.8902
O 1.5405 -1.2879 -3.7719
C 4.1384 -1.5624 -3.6143
H 4.2336 -0.3322 -1.8510
H 5.7346 -0.4877 -2.7907
H 5.1801 0.9647 -4.5679
H 4.5339 1.7559 -3.2450
H 2.8581 1.2749 -5.2691
H 2.2729 0.9512 -3.6315
H 4.8794 -1.8135 -4.3719
H 3.8263 -2.4191 -3.0197
C -4.8612 0.4899 -2.9853
C -4.2141 -0.7022 -2.2113
C -4.7987 -1.9922 -2.8831
S -6.2484 -1.5575 -3.7836
O -7.3560 -2.2399 -3.1961
O -5.9343 -1.5847 -5.1896
C -6.2643 0.0933 -3.2580
H -4.3043 0.7312 -3.8891
H -4.7756 1.3293 -2.3088
H -4.6200 -0.7086 -1.1767
H -3.1205 -0.7025 -2.3083
H -5.0656 -2.6672 -2.0875
H -4.1615 -2.4673 -3.6388
H -6.8829 0.1499 -2.3678
H -6.7783 0.5878 -4.0982
C 1.4883 -5.2776 1.5126
C 2.8040 -5.9182 1.0319
C 3.8567 -4.8194 1.0861
S 2.9391 -3.4372 0.4927
O 3.2345 -3.2319 -0.9104
O 3.0600 -2.2695 1.3753
C 1.3652 -4.0835 0.6410
H 1.6049 -5.0520 2.5745
H 0.5603 -5.8755 1.4079
H 2.7851 -6.3496 0.0367
H 3.0084 -6.7555 1.6859
H 4.7292 -4.9040 0.4133
H 4.1160 -4.5376 2.1058
H 1.0231 -4.4728 -0.3302
H 0.7082 -3.3129 1.0084
C -1.8643 6.4363 -2.6336
C -2.4641 6.1545 -1.2270
C -3.5618 5.1303 -1.4537
S -2.9322 3.9752 -2.5610
O -3.9365 3.6124 -3.5229
O -2.3244 2.9577 -1.7427
C -1.6938 5.0353 -3.2881
H -0.8905 6.9023 -2.4371
H -2.5383 7.1018 -3.1655
H -2.7876 7.0715 -0.7409
H -1.6345 5.7833 -0.6362
H -4.4670 5.5931 -1.9121
H -3.9170 4.5467 -0.5936
H -1.7448 4.9373 -4.3486
H -0.7818 4.6451 -2.8638
C -1.4404 -0.2296 -5.3360
C -1.0099 -0.4650 -6.7516
C -0.0642 0.7076 -7.0891
S -0.6283 2.0567 -6.0686
O -1.1563 3.0998 -6.8961
O 0.3879 2.3318 -5.0566
C -1.8863 1.2117 -5.2156
H -0.7253 -0.5925 -4.6188
H -2.3123 -0.8147 -5.0788
H -1.8310 -0.5198 -7.4690
H -0.4732 -1.4122 -6.7563
H 0.0042 1.0143 -8.1321
H 0.9206 0.5218 -6.6561
H -2.7455 1.2849 -5.8893
H -1.9844 1.7345 -4.2693
C -4.5905 -5.4141 2.9203
C -3.0979 -5.0551 2.7472
C -2.9571 -4.2121 1.5051
S -4.1923 -4.8669 0.3341
O -3.6303 -5.6859 -0.6724
O -5.0382 -3.7321 -0.0782
C -5.0510 -5.8565 1.5528
H -5.1736 -4.6181 3.3374
H -4.7449 -6.2668 3.5853
H -2.4068 -5.8903 2.7059
H -2.8408 -4.5079 3.6590
H -1.9431 -4.0985 1.1051
H -3.4369 -3.2625 1.6990
H -4.6871 -6.8826 1.3599
H -6.1262 -5.8733 1.3506
C 3.4737 2.0736 4.2182
C 2.6774 0.8316 4.8479
C 1.6739 1.4354 5.8871
S 2.4203 2.9345 6.4725
O 2.9453 2.7117 7.8038
O 1.5473 4.0497 6.2109
C 3.8376 3.0043 5.3578
H 2.8677 2.6083 3.4996
H 4.3807 1.6744 3.7876
H 3.3047 0.0082 5.2177
H 2.0800 0.3622 4.0485
H 1.4803 0.8026 6.7694
H 0.7795 1.7070 5.3335
H 4.5904 2.5623 5.9790
H 4.0388 4.0311 5.0856
C -0.9236 -4.2119 -2.8043
C -1.7202 -4.2453 -4.1234
C -1.1897 -5.4641 -4.9174
S 0.5849 -5.6309 -4.5721
O 1.3601 -5.0389 -5.6154
O 0.8150 -6.9895 -4.0847
C 0.5381 -4.5506 -3.1467
H -1.3936 -4.9329 -2.1515
H -0.9754 -3.2423 -2.2861
H -1.5821 -3.3633 -4.7333
H -2.7742 -4.4216 -3.8988
H -1.2828 -5.3010 -5.9952
H -1.6022 -6.4072 -4.5687
H 1.0055 -3.6382 -3.5104
H 1.1082 -5.0399 -2.3605

=====

Record 2
204
Properties=species:S:1:pos:R:3 method="wB97M-V/def2-TZVPD" total_charge=+4 e_homo_ha=-0.62625 e_lumo_ev=-7.1
C 11.4509 -0.5685 0.3836
C 10.0990 -1.1613 0.8029
N 8.9821 -0.3815 0.2509
C 7.8663 -0.8760 -0.3920
C 7.0336 0.1438 -0.6770
N 7.6404 1.2892 -0.1787
C 8.7711 0.9213 0.4299
C 7.1257 2.6404 -0.3249
H 12.2626 -0.9323 1.0124
H 11.4768 0.5153 0.3241
H 11.7154 -0.9870 -0.5900
H 10.0029 -1.1308 1.8892
H 10.0259 -2.2003 0.4950
H 7.8574 -1.9418 -0.5499
H 6.0868 0.2572 -1.1769
H 9.4109 1.6298 0.9313
H 6.6677 3.0532 0.5734
H 6.3767 2.6415 -1.1100
H 7.9561 3.2990 -0.5733
C 6.6734 -1.0571 7.1700
C 5.3321 -0.6825 6.5519
N 5.1671 -1.2149 5.1653
C 3.9750 -1.2155 4.4899
C 4.2556 -1.6095 3.2149
N 5.5745 -1.9823 3.1841
C 6.1027 -1.7384 4.3859
C 6.2276 -2.5428 2.0104
H 6.5864 -0.8430 8.2327
H 7.5486 -0.5635 6.7528
H 6.8374 -2.1304 7.0624
H 5.0674 0.3716 6.4657
H 4.5112 -1.0704 7.1557
H 3.0444 -0.8583 4.8929
H 3.6148 -1.6934 2.3536
H 7.1386 -1.8385 4.6602
H 5.6989 -2.2093 1.1183
H 6.0786 -3.6230 2.0259
H 7.2756 -2.2693 1.9652
C -1.5459 -0.5985 -6.6133
C -0.1122 -0.3569 -6.1343
C 0.0044 0.9094 -5.2366
C 1.4624 1.1115 -4.8085
P 1.8956 2.8764 -4.5287
C 3.5977 2.8748 -3.9360
C 4.6670 2.1091 -4.7729
C 5.7446 1.7260 -3.7680
C 7.0765 1.2987 -4.4038
C 0.7857 3.6813 -3.3706
C 0.7792 3.0575 -1.9559
C -0.3464 3.6203 -1.0718
C -1.7888 3.2941 -1.4196
C 1.9331 3.7936 -6.0984
C 2.6941 5.1187 -6.1841
C 2.3320 6.2484 -5.1962
C 3.4059 7.3467 -5.2280
H -1.9667 0.2949 -7.0705
H -2.1457 -0.8234 -5.7249
H -1.6481 -1.4719 -7.2518
H 0.5006 -0.1052 -7.0036
H 0.3228 -1.1881 -5.5762
H -0.6286 0.8085 -4.3541
H -0.3400 1.6706 -5.9416
H 2.1333 0.7997 -5.6126
H 1.7496 0.5709 -3.9042
H 3.4889 2.4374 -2.9382
H 3.8434 3.9347 -3.8425
H 5.0733 2.8425 -5.4695
H 4.3373 1.2167 -5.3008
H 5.4412 0.8769 -3.1529
H 6.0170 2.6151 -3.1952
H 7.5364 2.0635 -5.0358
H 7.0644 0.3752 -4.9831
H 7.8348 1.1727 -3.6218
H -0.1714 3.4902 -3.8762
H 0.8761 4.7649 -3.3587
H 1.7036 3.1755 -1.3976
H 0.5527 1.9909 -2.0339
H -0.2143 4.6972 -0.9250
H -0.1073 3.2558 -0.0658
H -1.9793 2.2277 -1.5853
H -2.0696 3.7194 -2.3869
H -2.4793 3.6037 -0.6381
H 0.8872 3.9707 -6.3640
H 2.4010 3.0689 -6.7713
H 2.4934 5.4464 -7.2080
H 3.7783 4.9931 -6.1642
H 2.4355 5.8061 -4.1986
H 1.3139 6.6181 -5.2972
H 3.3492 7.9324 -6.1457
H 4.4201 6.9608 -5.1358
H 3.2292 8.0283 -4.3957
C -8.0027 3.9184 -0.2784
C -6.5750 4.0478 0.2357
C -6.1470 2.9840 1.2604
C -7.1746 2.6485 2.3524
P -6.4819 1.8887 3.8631
C -7.8273 0.9183 4.6652
C -8.6315 0.0035 3.7485
C -9.9039 -0.4590 4.4315
C -10.6435 -1.6706 3.8765
C -5.2224 0.6533 3.3157
C -3.7884 1.0274 2.9217
C -3.1462 -0.1970 2.2008
C -1.6908 0.1912 1.8209
C -5.6317 3.0935 4.9293
C -6.6198 3.8140 5.8410
C -5.8824 4.7753 6.7844
C -6.8659 5.6675 7.5595
H -8.1781 2.9336 -0.7159
H -8.2070 4.6925 -1.0162
H -8.7525 4.0618 0.5013
H -6.4988 4.9871 0.7916
H -5.8231 4.0117 -0.5498
H -5.1582 3.2080 1.6745
H -5.8772 2.0496 0.7455
H -7.9761 2.0518 1.9238
H -7.6293 3.5846 2.6987
H -8.4449 1.6685 5.1647
H -7.4472 0.2660 5.4561
H -8.0919 -0.8866 3.4116
H -8.9195 0.4918 2.8124
H -10.6407 0.3374 4.5963
H -9.7328 -0.6809 5.4963
H -11.5383 -1.8635 4.4589
H -9.9775 -2.5290 3.7655
H -10.9672 -1.5017 2.8428
H -5.7650 0.1017 2.5425
H -5.1717 -0.0228 4.1754
H -3.1816 1.2451 3.8003
H -3.6745 1.8152 2.1823
H -3.5939 -0.2441 1.2032
H -3.2045 -1.1357 2.7434
H -1.0622 0.1750 2.7157
H -1.5464 1.1801 1.3810
H -1.2397 -0.4786 1.0859
H -5.0592 3.7720 4.2956
H -4.9135 2.5234 5.5252
H -7.2875 3.2083 6.4561
H -7.2526 4.4941 5.2617
H -5.3354 5.4499 6.1132
H -5.1266 4.3285 7.4286
H -7.6748 5.0677 7.9856
H -7.3604 6.4857 7.0362
H -6.3427 6.1364 8.3935
C 3.7402 -4.7520 -1.9074
C 2.6480 -5.7142 -2.3847
C 1.3578 -5.5528 -1.5911
C 0.5269 -4.3642 -2.0760
P -1.0343 -4.1710 -1.1423
C -2.1391 -3.1583 -2.0875
C -1.5424 -1.7352 -2.3331
C -2.6236 -0.6307 -2.4532
C -3.6577 -0.9680 -3.5101
C -1.9175 -5.7727 -1.0251
C -3.0900 -5.7370 0.0012
C -3.5474 -7.1119 0.4602
C -4.1294 -8.0508 -0.5908
C -0.7528 -3.5516 0.5270
C 0.0012 -4.4762 1.5178
C -0.5225 -4.1932 2.9344
C -0.2502 -2.7850 3.4540
H 3.3815 -3.7220 -1.9168
H 4.7032 -4.7899 -2.4204
H 4.0843 -4.9597 -0.8867
H 3.0198 -6.7376 -2.3248
H 2.5571 -5.5157 -3.4562
H 1.5857 -5.4805 -0.5254
H 0.7709 -6.4670 -1.7104
H 0.2306 -4.5706 -3.1092
H 1.1290 -3.4551 -2.0747
H -3.0807 -3.0568 -1.5375
H -2.4118 -3.5569 -3.0625
H -1.0902 -1.8118 -3.3308
H -0.6791 -1.4332 -1.7347
H -2.0180 0.2365 -2.7307
H -2.9951 -0.4584 -1.4406
H -3.3025 -1.6326 -4.2966
H -3.9584 -0.0502 -4.0195
H -4.5591 -1.3788 -3.0555
H -1.2134 -6.5630 -0.7611
H -2.3090 -5.9881 -2.0200
H -3.8872 -5.1400 -0.4456
H -2.7609 -5.2292 0.9101
H -4.2969 -7.0066 1.2475
H -2.7069 -7.6283 0.9322
H -4.9954 -7.6947 -1.1466
H -4.4270 -8.9989 -0.1353
H -3.3704 -8.4126 -1.2927
H -1.7794 -3.4022 0.8784
H -0.3228 -2.5492 0.4765
H 1.0634 -4.2289 1.4710
H -0.0685 -5.5219 1.2177
H 0.0087 -4.9311 3.5461
H -1.5594 -4.5149 3.0545
H -0.8438 -1.9957 2.9909
H 0.7752 -2.4637 3.2421
H -0.3663 -2.8344 4.5357
P 2.8980 -0.7107 -0.6451
F 2.7501 0.7258 -1.4129
F 1.6679 -0.4493 0.3579
F 1.8454 -1.2792 -1.7232
F 3.1091 -2.1603 0.0817
F 4.1533 -1.0277 -1.6196
F 3.9540 -0.1120 0.4643

=====

no.,E (eV)
1,-233941.833
2,-123727.567